1.
46
Properties=species:S:1:pos:R:3:forces:R:3:lowdin_charge:R:1 method="wB97M-V/def2-TZVPD" multiplicity=1 gap_ev=7.50 lumo_energy_ev=2.4 largest_force_ev_per_a=0.4 total_charge=-1 total_energy_ev=-79793.26316 homo_energy_ev=-5.1
Sn -0.4883 -0.2713 0.5584 -0.041 -0.178 0.355 0.769
O -0.9963 -2.0965 -3.7339 0.096 0.038 -0.110 -0.313
S -0.4467 -1.8318 -2.4290 -0.026 0.001 0.199 0.380
O -0.3094 -0.3905 -2.1125 -0.253 -0.104 0.055 -0.543
O -1.0514 -2.5831 -1.3399 0.077 0.077 -0.093 -0.411
C 1.2602 -2.3850 -2.4848 0.065 0.203 -0.004 -0.243
C 1.5009 -3.5389 -3.2234 0.041 0.012 0.026 -0.059
C 2.7901 -4.0122 -3.3840 -0.023 0.000 0.031 -0.077
C 3.8495 -3.3117 -2.8238 0.090 -0.014 -0.004 -0.082
C 3.6101 -2.1737 -2.0756 -0.049 0.023 0.014 -0.106
C 2.3126 -1.6959 -1.8684 -0.135 -0.207 0.022 -0.294
P 2.0950 -0.1806 -0.8239 0.381 -0.064 -0.219 1.021
C 2.7880 1.0685 -1.9817 -0.193 0.142 0.140 -0.329
C 4.1525 1.3105 -2.1280 0.008 -0.020 -0.034 -0.101
C 4.6021 2.2589 -3.0349 0.005 -0.017 0.008 -0.089
C 3.6952 2.9732 -3.8059 0.000 -0.011 0.021 -0.095
C 2.3361 2.7341 -3.6685 0.015 0.010 -0.017 -0.075
C 1.8810 1.7913 -2.7575 -0.025 -0.038 0.067 -0.074
C 3.4020 -0.3792 0.4455 -0.123 0.030 0.016 -0.386
C 3.6846 -1.6259 1.0027 0.014 0.004 0.022 -0.096
C 4.5276 -1.7339 2.1002 -0.005 0.006 -0.007 -0.084
C 5.0874 -0.5980 2.6655 0.001 0.011 0.008 -0.094
C 4.7878 0.6507 2.1387 -0.003 -0.003 -0.021 -0.081
C 3.9430 0.7599 1.0450 -0.024 -0.027 -0.019 -0.101
H 0.6565 -4.0407 -3.6773 0.020 0.015 -0.029 0.114
H 2.9753 -4.9163 -3.9505 -0.025 0.020 -0.028 0.101
H 4.8677 -3.6518 -2.9696 -0.011 -0.003 0.013 0.100
H 4.4467 -1.6453 -1.6363 0.009 -0.017 -0.007 0.099
H 4.8739 0.7648 -1.5334 -0.013 -0.008 0.032 0.097
H 5.6649 2.4404 -3.1377 -0.003 -0.002 0.003 0.098
H 4.0507 3.7184 -4.5067 -0.013 -0.010 -0.011 0.098
H 1.6241 3.2868 -4.2680 -0.010 -0.005 0.018 0.104
H 0.8214 1.5972 -2.6493 0.009 0.024 -0.014 0.087
H 3.2439 -2.5193 0.5774 0.017 -0.002 0.006 0.108
H 4.7438 -2.7097 2.5167 -0.018 -0.001 -0.001 0.101
H 5.7402 -0.6826 3.5252 0.003 -0.002 -0.012 0.098
H 5.2049 1.5441 2.5857 -0.020 -0.001 0.006 0.103
H 3.6909 1.7399 0.6576 0.027 0.011 0.003 0.111
S -0.0867 0.8504 2.9196 0.038 -0.063 -0.208 0.454
C -0.7576 2.4316 2.6861 0.046 0.036 -0.016 -0.780
C -0.7348 3.2942 3.8356 -0.029 0.032 -0.020 -0.296
N -0.7332 3.9540 4.7784 0.049 -0.001 -0.004 0.148
C -1.2969 2.8853 1.5268 0.053 -0.147 -0.092 -0.743
S -1.4366 1.9646 0.0434 0.006 0.210 -0.125 0.510
C -1.7845 4.2291 1.4413 -0.001 0.076 0.072 -0.300
N -2.1634 5.3134 1.3648 -0.026 -0.035 -0.040 0.150

---

2.
50
Properties=species:S:1:pos:R:3:forces:R:3:lowdin_spin:R:1 method="wB97M-V/def2-TZVPD" multiplicity=5 s_squared=6.24 gap_ev="5.48 / 5.34" lumo_energy_ev="-1.8 / -1.9" largest_force_ev_per_a=0.6 e_above_lowest_kcal_mol=0.00 total_charge=0 total_energy_ev=-251795.51763 homo_energy_ev="-7.2 / -7.2"
Mn -0.6144 -0.6249 -3.1818 -0.331 -0.436 -0.122 4.018
Br 6.0383 0.3641 -3.5622 0.148 0.018 0.000 0.002
C 4.1987 0.0286 -3.5373 -0.105 0.187 0.001 0.006
C 3.7234 -1.2654 -3.5491 -0.146 -0.190 -0.012 -0.001
C 2.3503 -1.4545 -3.5254 0.087 0.081 -0.038 0.009
N 1.4885 -0.4386 -3.4901 0.204 0.094 0.111 0.012
C 1.9590 0.8168 -3.4890 -0.342 0.365 -0.008 0.007
C 3.3098 1.0955 -3.5114 0.160 -0.099 -0.014 -0.001
C 0.9158 1.8968 -3.4789 0.376 -0.338 -0.013 0.007
C 1.2379 3.2382 -3.5040 -0.103 0.173 -0.013 -0.001
C 0.1996 4.1610 -3.5095 0.189 -0.124 0.001 0.006
Br 0.5940 5.9890 -3.5383 0.022 0.149 -0.002 0.002
C -1.1097 3.7285 -3.4987 -0.195 -0.133 -0.008 -0.001
C -1.3422 2.3624 -3.4751 0.046 0.076 -0.028 0.010
N -0.3535 1.4705 -3.4604 0.028 0.122 0.076 0.013
H 4.3900 -2.1148 -3.5752 -0.003 0.013 -0.005 0.000
H 1.9073 -2.4432 -3.5369 0.034 -0.014 0.029 0.000
H 3.6813 2.1080 -3.5112 0.014 -0.010 0.008 0.000
H 2.2617 3.5765 -3.5229 -0.008 0.017 0.006 0.000
H -1.9371 4.4226 -3.5104 0.015 -0.001 -0.002 0.000
H -2.3441 1.9486 -3.4732 -0.009 0.031 0.025 0.000
S -4.0859 -4.1431 -4.3061 -0.039 -0.051 -0.086 0.027
Sb -2.9371 -2.9279 -2.8430 -0.037 -0.034 0.072 0.022
S -2.8261 -0.5813 -3.5240 -0.206 0.222 -0.153 -0.109
S -0.5582 -2.8494 -3.4121 0.086 -0.251 -0.122 -0.121
S -3.1292 -2.9853 -0.6112 -0.033 -0.032 0.176 0.018
N -1.6056 -0.1062 4.0395 0.024 -0.005 0.149 0.000
C -1.2666 -0.3513 5.3564 -0.191 0.125 -0.093 0.000
C -1.8903 -0.0387 6.5621 0.041 -0.024 -0.022 0.000
C -1.2451 -0.4472 7.7111 0.053 -0.030 0.009 0.000
C -0.0221 -1.1428 7.6639 -0.069 0.037 -0.023 0.000
C 0.5836 -1.4468 6.4635 0.015 -0.011 0.014 0.000
C -0.0550 -1.0415 5.2904 0.224 -0.141 -0.086 0.000
N 0.3275 -1.2195 3.9678 -0.039 0.060 0.214 0.001
C -0.6156 -0.6555 3.2696 -0.032 0.012 -0.317 0.000
C -0.6254 -0.6045 1.7966 -0.017 -0.006 0.311 0.002
C -1.5759 0.1055 1.0794 -0.025 0.070 -0.106 0.001
C -1.5223 0.0919 -0.3019 -0.088 -0.094 0.039 0.008
N -0.5916 -0.5782 -0.9786 0.239 0.279 0.116 0.047
C 0.3112 -1.2786 -0.2846 -0.003 -0.068 0.026 0.008
C 0.3423 -1.3107 1.0923 0.006 -0.087 -0.118 0.001
H -2.4478 0.3302 3.7124 -0.022 -0.026 -0.008 0.000
H -2.8319 0.4932 6.6018 0.006 -0.003 -0.005 0.000
H -1.6901 -0.2293 8.6731 0.003 -0.004 -0.001 0.000
H 0.4453 -1.4455 8.5916 -0.004 0.004 -0.003 0.000
H 1.5209 -1.9855 6.4183 -0.013 0.011 -0.003 0.000
H -2.3720 0.6581 1.5593 0.011 -0.008 0.000 0.000
H -2.2785 0.5858 -0.8991 0.010 0.039 0.018 0.002
H 1.0065 -1.8670 -0.8702 0.034 0.025 0.007 0.001
H 1.0804 -1.8947 1.6225 -0.014 0.010 0.004 0.000

---

3.
43
Properties=species:S:1:pos:R:3:forces:R:3:lowdin_charge:R:1 method="wB97M-V/def2-TZVPD" multiplicity=1 gap_ev=8.26 lumo_energy_ev=-0.4 smiles="O=C(N/N=C/c1ccc(Cl)cc1)c1cc(-c2cccnc2)nc2ccccc12" largest_force_ev_per_a=1.2 e_above_lowest_kcal_mol=0.94 total_charge=0 total_energy_ev=-43587.83129 homo_energy_ev=-8.7
O -2.9853 -2.8345 1.6296 -0.067 0.080 -0.023 0.088
C -2.0336 -2.2326 1.1818 0.136 -0.129 0.041 -0.407
N -0.7994 -2.8349 1.1493 -0.052 -1.056 0.455 0.064
N 0.2870 -2.2425 0.6513 0.756 0.267 -0.432 0.038
C 1.4178 -2.8249 0.6528 -0.760 -0.455 0.347 -0.085
C 2.5882 -2.1373 0.1506 0.649 0.377 -0.292 -0.209
C 2.5026 -0.8147 -0.2959 0.055 -0.241 0.078 -0.013
C 3.6221 -0.1517 -0.7497 0.102 -0.005 -0.026 -0.090
C 4.8451 -0.8103 -0.7679 -0.214 -0.228 0.119 -0.673
Cl 6.2488 0.0150 -1.3364 0.188 0.113 -0.076 0.680
C 4.9518 -2.1236 -0.3342 0.139 0.195 -0.094 -0.103
C 3.8268 -2.7798 0.1246 -0.378 0.117 0.033 -0.035
C -2.0675 -0.8507 0.6259 -0.011 0.625 0.040 -0.060
C -1.1194 0.0706 0.9961 -0.425 -0.088 -0.068 0.040
C -1.1168 1.3490 0.3936 -0.456 -0.241 -0.086 -0.220
C -0.0589 2.3217 0.6932 0.431 0.440 0.070 -0.151
C 0.2758 3.2945 -0.2503 0.036 -0.102 0.163 -0.013
C 1.2929 4.1870 0.0306 -0.019 -0.086 0.045 -0.055
C 1.9488 4.0748 1.2488 0.026 0.185 -0.195 -0.152
N 1.6278 3.1736 2.1612 0.327 0.065 0.459 0.063
C 0.6514 2.3278 1.8945 -0.325 -0.202 -0.287 -0.100
N -2.0130 1.7069 -0.4958 0.387 0.386 0.149 0.172
C -2.9890 0.8494 -0.8341 -0.224 -0.648 0.084 -0.206
C -3.9560 1.2792 -1.7681 -0.215 -0.112 -0.116 -0.013
C -4.9600 0.4386 -2.1572 0.108 0.288 -0.025 -0.076
C -5.0408 -0.8622 -1.6352 0.120 -0.245 0.161 -0.071
C -4.1172 -1.3123 -0.7317 -0.287 -0.160 -0.156 -0.013
C -3.0734 -0.4703 -0.3023 0.219 0.348 0.001 -0.083
H -0.7492 -3.7881 1.5229 -0.106 0.349 -0.098 0.168
H 1.5527 -3.8408 1.0424 -0.068 0.031 0.013 0.128
H 1.5439 -0.3216 -0.2765 -0.094 0.106 -0.019 0.102
H 3.5551 0.8708 -1.0870 0.014 0.092 -0.033 0.106
H 5.9083 -2.6219 -0.3549 0.089 -0.015 -0.011 0.105
H 3.9082 -3.8012 0.4666 0.006 -0.111 0.043 0.112
H -0.3590 -0.1826 1.7160 0.046 -0.010 -0.020 0.109
H -0.2665 3.3247 -1.1831 -0.035 0.018 -0.060 0.110
H 1.5768 4.9493 -0.6786 0.040 0.056 -0.049 0.101
H 2.7637 4.7359 1.5131 0.049 0.102 -0.065 0.103
H 0.4174 1.6350 2.6922 -0.099 -0.137 0.004 0.112
H -3.8717 2.2831 -2.1536 0.023 0.098 -0.035 0.111
H -5.7011 0.7692 -2.8701 -0.040 0.058 -0.052 0.103
H -5.8439 -1.5104 -1.9531 -0.045 -0.076 -0.003 0.104
H -4.1913 -2.3071 -0.3213 -0.029 -0.050 0.015 0.107

---

4.
53
Properties=species:S:1:pos:R:3:forces:R:3:lowdin_charge:R:1 method="wB97M-V/def2-TZVPD" multiplicity=1 gap_ev=7.70 lumo_energy_ev=1.6 largest_force_ev_per_a=1.1 e_above_lowest_kcal_mol=0.00 total_charge=-1 total_energy_ev=-98839.09653 homo_energy_ev=-6.1
Zn -0.2815 -0.1492 -0.5282 0.344 -0.268 0.314 0.705
C -0.3840 3.0873 4.3551 0.014 0.016 0.009 -0.098
C -0.4026 1.7422 4.0218 -0.023 -0.031 0.115 -0.069
C -0.2850 1.3450 2.6999 0.082 0.013 -0.362 -0.008
C -0.1373 2.3060 1.7029 -0.114 0.359 0.670 -0.230
C -0.1195 3.6647 2.0371 -0.006 -0.194 -0.188 -0.031
C -0.2428 4.0476 3.3586 -0.004 -0.010 0.017 -0.098
N -0.0502 1.8441 0.3730 0.476 0.127 -0.826 0.029
N 0.3547 2.6655 -0.4751 -0.290 0.317 1.046 0.095
C 0.4413 2.2218 -1.8023 0.189 -0.402 -1.031 -0.300
C 0.7032 3.2211 -2.7472 -0.074 -0.029 0.355 -0.047
C 0.7887 2.8820 -4.0823 0.027 -0.045 -0.095 -0.110
C 0.6200 1.5524 -4.4589 0.032 0.042 -0.034 -0.098
C 0.3635 0.5702 -3.5076 0.099 -0.020 -0.054 -0.115
C 0.2836 0.8704 -2.1527 -0.314 0.368 0.412 -0.119
H -0.4796 3.3938 5.3897 -0.007 -0.016 -0.004 0.095
H -0.5166 0.9904 4.7922 0.023 -0.012 -0.022 0.108
H -0.2943 0.2962 2.4284 -0.024 -0.003 0.089 0.082
H -0.0184 4.3940 1.2471 0.008 0.038 -0.012 0.098
H -0.2358 5.0999 3.6153 0.005 -0.007 -0.001 0.096
H 0.8097 4.2464 -2.4108 0.041 -0.013 -0.018 0.100
H 0.9863 3.6430 -4.8274 -0.012 -0.012 -0.002 0.091
H 0.6879 1.2857 -5.5082 -0.012 -0.015 0.016 0.094
H 0.2226 -0.4526 -3.8424 -0.008 0.002 0.025 0.086
O 5.7148 -5.4921 0.6158 -0.049 0.100 -0.086 0.055
N 4.9311 -5.2306 -0.2849 0.132 -0.416 -0.026 -0.368
O 4.9066 -5.8259 -1.3535 0.003 0.125 0.114 0.053
C 3.9738 -4.1809 -0.0701 -0.336 0.441 -0.012 -0.152
C 3.9872 -3.4546 1.1183 0.176 -0.089 0.081 0.078
C 3.1262 -2.4104 1.3047 -0.260 -0.135 -0.455 -0.047
C 2.1352 -2.0053 0.3130 0.068 -0.089 -0.054 -0.258
O 1.4211 -1.0037 0.4448 -0.268 0.146 0.149 -0.017
C 2.1095 -2.8961 -0.8439 0.398 0.113 0.512 -0.050
C 3.0305 -3.8943 -1.0440 0.033 -0.165 -0.068 0.082
N 1.1017 -2.7343 -1.8574 -0.214 0.027 -0.368 -0.314
O 1.3153 -3.1690 -2.9761 0.056 0.000 0.123 0.080
O 0.0448 -2.1990 -1.5496 -0.047 -0.312 -0.128 0.030
N 3.2340 -1.6980 2.5703 0.370 0.187 0.369 -0.344
O 3.6810 -2.3285 3.5242 -0.192 0.075 -0.173 0.048
O 2.9404 -0.5225 2.6140 -0.055 -0.172 -0.075 0.100
H 4.6965 -3.7102 1.8913 -0.020 0.031 0.025 0.131
H 3.0011 -4.4734 -1.9541 -0.015 -0.007 -0.021 0.131
O -1.4790 -1.7913 2.7137 0.056 -0.045 0.003 0.039
C -2.1335 -1.6806 1.6963 0.062 -0.028 0.130 -0.498
C -3.5192 -2.3133 1.5026 0.056 0.065 -0.047 -0.090
C -3.9333 -1.8834 0.1018 0.060 0.011 0.072 -0.090
C -2.7723 -1.0090 -0.3504 -0.395 0.025 -0.116 -0.525
O -2.7247 -0.4081 -1.4169 0.045 -0.185 0.233 0.024
N -1.7760 -0.9747 0.5809 -0.152 0.064 -0.629 0.086
H -4.1865 -1.9483 2.2829 0.033 -0.013 0.041 0.113
H -3.4285 -3.3927 1.6196 0.015 0.004 0.048 0.114
H -4.8589 -1.3103 0.0664 0.003 0.007 -0.032 0.114
H -4.0277 -2.7157 -0.5961 -0.018 0.030 -0.027 0.117